No. 1
# C5H14NSi

The ion C5H14NSi with charge +1 in a non-equilibrium geometry (ωB97M-V/def2-TZVPD, the Open Molecules 2025 dataset).

Energy above the lowest of the compared OMol25 structures with the same formula, charge and spin = 81.3 kcal per mole
SMILES = C[NH+]1CC[SiH2]CC1
HOMO level = -0.5337 Eh
Net charge = +1
Multiplicity = 1
LUMO = -2.91 eV

XYZ file:
```
21
Properties=species:S:1:pos:R:3:forces:R:3:mulliken_charge:R:1
C 2.5204 0.0372 -0.0068 2.2 0.7 3.4 -0.844
N 1.0331 -0.0618 -0.1465 0.6 2.8 0.8 0.168
C 0.3524 -1.2565 0.2518 -3.2 -3.2 0.9 -0.855
C -1.3984 -1.4720 -0.2733 4.0 -0.4 1.9 -0.870
Si -2.3291 0.0648 0.2155 0.8 0.3 -0.7 0.380
C -1.0800 1.4596 -0.4031 0.6 -3.0 3.2 -0.868
C 0.3326 1.2449 0.3153 -1.4 -0.6 -2.6 -0.743
H 2.9612 -0.4258 0.9718 -1.4 0.6 -1.7 0.320
H 3.0091 -0.4306 -0.8043 0.3 -1.1 -1.3 0.419
H 2.9849 1.0860 -0.0110 -1.6 -1.1 0.0 0.311
H 0.9221 -0.0347 -1.1140 -0.4 0.3 -2.3 0.331
H 0.1589 -1.1721 1.3409 0.7 -0.5 -0.5 0.383
H 0.9298 -2.1954 -0.0641 -0.8 1.5 0.6 0.444
H -1.4089 -1.6498 -1.3005 0.2 0.6 -2.2 0.472
H -1.5559 -2.5281 -0.0075 -0.3 0.6 1.1 0.472
H -3.4423 -0.0261 -0.7077 -0.7 0.4 0.0 -0.127
H -2.6329 0.1603 1.6599 0.1 0.1 -0.1 -0.063
H -1.2214 2.3000 0.1998 -1.5 2.1 0.0 0.374
H -1.1850 1.5421 -1.4489 0.5 0.6 -1.2 0.478
H 0.9452 2.0667 -0.0398 0.4 -0.1 0.4 0.410
H 0.1043 1.2913 1.3727 0.7 -0.4 0.3 0.409
```
Positions in Å, forces in eV/Å.

No. 2
# C3H5NP4

The molecule C3H5NP4 in a non-equilibrium geometry (ωB97M-V/def2-TZVPD, the Open Molecules 2025 dataset).

Energy above the lowest of the compared OMol25 structures with the same formula, charge and spin = 35.1 kcal per mole
HOMO level (spin up / spin down) = -0.3066 / -0.3066 Eh
Multiplicity = 1
LUMO (spin up / spin down) = -1.33 / -1.33 eV

XYZ file:
```
13
Properties=species:S:1:pos:R:3:forces:R:3:mulliken_charge:R:1
C 1.8639 -1.3927 -0.3258 -3.1 2.0 1.9 -0.372
C -1.4276 0.5367 1.1093 0.8 -0.4 -2.1 -0.224
C 0.0792 0.0822 1.0800 -0.4 1.5 1.0 -0.670
N -1.2413 0.1764 -1.3896 0.8 -0.2 0.0 -0.407
P 0.3841 -1.6862 0.5413 1.8 1.7 -0.9 0.091
P 2.5637 0.1736 -0.7522 -1.0 1.3 1.2 -0.037
P -2.4070 0.5413 -0.2729 -0.7 0.0 1.8 -0.068
P 1.3052 1.4909 0.3336 -0.2 -2.5 -0.2 0.015
H 2.3444 -2.1517 -0.7920 1.4 -2.7 -1.2 0.444
H -1.8187 1.0267 1.9769 -0.1 -0.1 0.6 0.341
H 0.3223 0.1603 2.1884 0.3 -0.4 -1.0 0.502
H -0.6393 0.9596 -1.3344 1.6 0.7 0.3 0.132
H -1.3290 0.0828 -2.3624 -1.2 -0.7 -1.3 0.254
```
Positions in Å, forces in eV/Å.

No. 3
# C2H5N3O2S2

A cluster of 2 separate species, C2H5N3O2S2 in total in a non-equilibrium geometry (ωB97M-V/def2-TZVPD, the Open Molecules 2025 dataset).

Energy above the lowest of the compared OMol25 structures with the same formula, charge and spin = 72.0 kcal per mole
SMILES = N=S(=O)=O.C1=NNCS1
HOMO level = -0.3137 Eh
Multiplicity = 1
LUMO = -0.18 eV

XYZ file:
```
14
Properties=species:S:1:pos:R:3:forces:R:3:mulliken_charge:R:1
N -0.9102 -0.9962 -2.3960 -0.4 0.3 0.8 -0.429
S -1.7229 -0.0439 -1.5505 0.1 2.0 -1.8 1.062
O -3.0510 -0.2688 -1.0998 -0.1 -1.0 0.7 -0.490
O -1.3358 1.3208 -1.7202 0.4 0.0 0.7 -0.492
H -1.5191 -1.7860 -2.3598 -0.1 -1.7 -0.3 0.279
C 0.0656 -0.9004 1.5693 0.4 1.6 -1.6 -0.232
N -0.2594 -0.2228 0.5127 -0.2 -1.5 1.9 -0.179
N 0.5270 0.8570 0.3042 1.2 1.1 -0.1 -0.255
C 1.7833 0.8991 1.1251 1.5 -2.3 -2.4 -0.401
S 1.5086 -0.3828 2.4309 -0.3 0.5 -0.5 -0.118
H -0.4508 -1.7490 1.9001 -0.8 -0.9 0.3 0.391
H 0.6572 0.9075 -0.7103 0.3 0.5 0.6 0.294
H 2.7044 0.5192 0.3873 -2.0 1.2 2.1 0.241
H 2.0031 1.8464 1.6071 -0.2 0.1 -0.3 0.330
```
Positions in Å, forces in eV/Å.

No. 4
# C2H4ClNO2

A cluster of 2 separate species, C2H4ClNO2 in total in a non-equilibrium geometry (ωB97M-V/def2-TZVPD, the Open Molecules 2025 dataset).

Energy above the lowest of the compared OMol25 structures with the same formula, charge and spin = 96.1 kcal per mole
SMILES = C=C=O.ONCl
HOMO level = -0.3396 Eh
Multiplicity = 1
LUMO = 0.39 eV

XYZ file:
```
10
Properties=species:S:1:pos:R:3:forces:R:3:mulliken_charge:R:1
C -0.6398 -1.1275 -1.7363 0.2 1.8 -4.9 -0.809
C -1.4356 -0.8595 -0.7851 -3.6 0.0 3.4 0.748
O -2.2556 -0.7263 0.0661 1.8 0.2 -1.8 -0.420
H 0.2143 -1.7224 -1.6923 1.1 -0.8 0.5 0.307
H -0.8093 -0.6003 -2.7900 0.1 -1.2 2.6 0.177
O 1.4354 1.7793 0.8838 2.0 -0.1 0.8 -0.329
N 0.7461 1.0086 1.7609 -2.1 -1.1 1.1 -0.244
Cl 0.6874 -0.7563 1.2019 0.3 1.0 0.5 -0.118
H 2.3375 1.7200 1.3427 -1.5 0.5 -1.4 0.383
H -0.2805 1.2844 1.7484 1.6 -0.4 -0.6 0.304
```
Positions in Å, forces in eV/Å.

No. 5
# C21H31F5OP2Ti

A structure of composition C21H31F5OP2Ti in a non-equilibrium geometry (ωB97M-V/def2-TZVPD, the Open Molecules 2025 dataset).

Energy above the lowest of the compared OMol25 structures with the same formula, charge and spin = 5.8 kcal per mole
HOMO level (spin up / spin down) = -0.5006 / -0.5006 Eh
Net charge = +2
Multiplicity = 1
LUMO (spin up / spin down) = -9.49 / -9.49 eV

XYZ file:
```
61
Properties=species:S:1:pos:R:3:forces:R:3:mulliken_charge:R:1
P -3.2029 -3.9243 -3.3024 -0.6 -0.7 -0.7 1.085
P -2.6463 -5.3688 -0.4587 -0.3 -1.0 -0.1 1.073
C -3.6246 -5.7353 -3.1159 0.3 0.2 -0.2 -1.242
C -3.8087 -6.1864 -1.6557 0.0 0.1 0.3 -1.179
H -2.8052 -6.2905 -3.5999 -0.3 0.0 0.2 0.408
H -4.5462 -5.9138 -3.6922 0.3 -0.1 0.1 0.578
H -4.8236 -5.9578 -1.2927 0.2 -0.1 -0.2 0.403
H -3.6463 -7.2711 -1.5571 -0.3 0.3 -0.1 0.578
C -1.1445 -6.3877 -0.7933 0.1 0.2 0.1 -1.420
H -0.3631 -6.1205 -0.0661 -0.1 -0.2 -0.2 0.360
H -0.7717 -6.1968 -1.8100 0.0 -0.1 0.3 0.378
H -1.3942 -7.4525 -0.6834 0.2 0.3 -0.1 0.486
C -3.1327 -6.1188 1.1476 -0.1 0.1 0.0 -1.265
H -3.1025 -7.2166 1.0906 -0.1 0.3 0.1 0.435
H -4.1461 -5.7864 1.4154 0.3 -0.2 0.0 0.399
H -2.4230 -5.7746 1.9170 -0.3 -0.2 -0.2 0.394
C -3.1476 -3.7550 -5.1315 0.1 0.0 0.0 -1.225
H -3.0404 -2.6849 -5.3668 0.0 -0.4 -0.1 0.376
H -4.0642 -4.1368 -5.6045 0.3 0.1 0.1 0.424
H -2.2751 -4.2963 -5.5235 -0.3 0.2 0.0 0.383
C -4.9117 -3.2688 -3.0346 0.2 0.2 0.1 -1.531
H -5.2301 -3.4453 -1.9962 0.0 0.1 -0.3 0.354
H -5.6187 -3.7571 -3.7225 0.2 0.2 0.3 0.476
H -4.9033 -2.1872 -3.2391 -0.2 -0.3 0.1 0.377
Ti -0.3508 -0.3387 -0.1984 3.4 3.0 1.8 0.465
C -1.1169 -1.9127 1.1106 1.0 -2.0 0.2 -0.452
C -0.0553 -2.5463 0.4416 -1.4 -1.0 2.0 -0.098
C -0.1080 -3.2603 -0.8648 0.1 -0.8 -1.1 1.175
C 0.0903 -2.4021 -2.1410 1.0 -0.1 0.5 -0.915
C -0.7458 -1.1480 -2.2136 -2.2 0.2 -1.1 -0.658
C -2.0273 -0.9622 -1.6709 0.4 -0.8 -2.5 -0.129
C -2.7673 -1.9624 -0.8412 -0.3 -0.9 0.4 1.444
C -2.5624 -1.8541 0.6848 -0.5 0.9 -0.4 -1.241
C -1.0933 1.5643 -0.1298 0.1 0.0 0.2 -1.043
H -0.9541 -1.6381 2.1565 0.3 0.1 -0.2 0.662
H 0.8639 -2.7130 1.0141 -0.2 0.5 -0.1 0.628
H -1.0563 -3.8133 -0.9779 0.4 0.4 0.3 -2.357
H 0.6471 -4.0676 -0.8864 0.0 0.7 0.2 0.831
H 1.1607 -2.1356 -2.2433 -0.4 0.1 0.1 0.473
H -0.1031 -3.0493 -3.0239 -0.3 0.5 0.4 0.559
H -0.4076 -0.4216 -2.9697 -0.2 0.0 0.4 0.538
H -2.6148 -0.0924 -1.9934 0.5 -0.1 0.1 0.735
H -2.4774 -2.9826 -1.1699 -0.3 0.8 0.4 -2.491
H -3.8521 -1.9282 -1.0531 0.5 0.5 0.1 0.658
H -3.0184 -0.9120 1.0548 0.2 -0.3 0.0 0.478
H -3.1526 -2.6494 1.1843 0.5 0.2 -0.2 0.629
H -1.3760 1.8238 0.9070 0.0 -0.1 -0.3 0.385
H -1.9191 1.7424 -0.8375 0.2 -0.1 0.4 0.432
H -0.2069 2.1651 -0.4199 -0.3 -0.3 0.1 0.364
F 4.4014 2.4767 4.1855 -0.9 -0.7 -0.9 -0.236
C 3.6349 1.8450 3.2792 0.7 0.4 0.6 0.511
C 2.3712 1.3612 3.6343 0.0 0.2 1.0 0.012
F 1.9179 1.5006 4.8964 0.4 0.0 -1.2 -0.245
C 1.5884 0.7399 2.6806 -0.4 -0.1 -0.5 0.415
F 0.2986 0.3854 2.9967 1.1 0.1 -0.6 -0.316
C 2.0859 0.5300 1.3709 0.9 0.9 1.1 -0.086
O 1.3709 -0.0033 0.3929 -3.2 -1.1 -1.6 -0.289
C 3.3798 0.9780 1.0503 -0.1 -0.2 -0.6 0.226
F 3.8544 0.7690 -0.1984 -0.5 0.2 1.1 -0.265
C 4.1255 1.6651 1.9822 1.2 0.5 0.0 0.332
F 5.3390 2.1481 1.6383 -1.3 -0.5 0.5 -0.240
```
Positions in Å, forces in eV/Å.

No. 6
# C2H4OS

The molecule C2H4OS in a non-equilibrium geometry (ωB97M-V/def2-TZVPD, the Open Molecules 2025 dataset).

Energy above the lowest of the compared OMol25 structures with the same formula, charge and spin = 55.6 kcal per mole
SMILES = C[C@@H]1OS1
HOMO level = -0.3301 Eh
Multiplicity = 1
LUMO = 0.22 eV

XYZ file:
```
8
Properties=species:S:1:pos:R:3:forces:R:3:mulliken_charge:R:1
C 0.7851 -0.1425 0.3433 0.3 -2.3 3.0 -0.936
C -0.4817 0.0590 -0.4229 0.7 0.2 -4.5 0.262
O -1.2808 1.2113 -0.2940 0.2 -0.2 1.0 -0.313
S -2.0829 -0.2245 0.2407 0.0 0.0 -0.3 -0.056
H 1.6045 0.5051 0.0381 -0.2 0.2 0.1 0.270
H 1.1937 -1.2308 0.2505 -0.9 1.8 -0.4 0.275
H 0.5912 -0.1243 1.5175 0.4 0.6 -2.5 0.264
H -0.3291 -0.0533 -1.6732 -0.4 -0.4 3.5 0.233
```
Positions in Å, forces in eV/Å.